A cluster of 6 separate species, C39H76FIN2O13P2S in total in a non-equilibrium geometry, computed with wB97M-V/def2-TZVPD.

XYZ file:
```
135
Properties=species:S:1:pos:R:3:forces:R:3
I 7.310227 -1.904306 -2.633064 -0.375 -0.528 0.452
S 4.374186 -0.753818 4.085075 -0.240 2.086 9.823
P 1.312189 0.455917 -0.532197 0.418 3.289 -1.396
P 1.324681 -2.408587 -0.065565 0.865 -3.082 -0.070
F 6.617575 -5.178171 3.338606 -0.626 1.434 -1.136
O 2.102139 -3.595664 -0.606948 -0.245 1.525 0.414
O 1.885238 1.717741 2.416160 -0.639 -3.043 -0.700
O 4.702071 -3.243165 -3.047962 1.542 0.323 1.799
O -7.080100 4.844095 -3.748534 -0.349 -0.086 0.116
O 7.487464 1.947267 6.798234 0.082 -0.162 -0.423
O -3.130226 -3.493213 0.131691 0.003 -0.335 2.412
O 3.948547 1.622743 1.689429 -2.151 -4.895 0.240
O -6.223110 0.359080 -7.166790 0.051 0.059 -0.366
O 3.731456 0.425625 4.690702 0.272 -0.662 -3.338
O -5.338105 -1.416579 -3.051327 -0.034 0.126 -0.316
O -3.326262 3.992825 -6.009943 -0.217 -0.099 0.173
O -3.901723 -2.805946 2.139164 1.569 -0.927 -0.132
O 4.098324 -1.818496 5.076407 0.805 -0.340 -3.538
N 3.996887 -1.141515 2.408700 1.415 -0.721 -2.264
N 1.912945 1.852767 -0.941652 0.583 -1.377 0.638
C -7.091277 -2.653324 -1.961878 -0.196 -0.154 -0.152
C -3.206485 -3.731738 1.338094 0.081 0.293 -2.453
C 2.679357 -0.635708 1.892197 -2.873 2.773 0.286
C 6.481031 -4.337524 2.161389 2.243 -1.046 -0.621
C -7.112297 1.321383 -6.601606 0.068 -0.481 0.675
C 4.442959 -2.512344 1.873355 1.781 -2.307 -0.583
C -0.001020 -0.657835 2.490997 -1.372 0.051 1.399
C 8.001434 -4.232550 1.617742 0.025 -0.017 -0.269
C -3.067378 -1.628929 2.431292 0.074 -0.235 0.900
C 3.761245 -1.224871 -0.444850 0.598 2.177 -2.337
C 3.845635 -5.016603 4.626109 -1.385 0.846 -0.862
C -2.560479 -5.078312 1.841076 0.066 -0.381 0.192
C 2.410113 -0.841003 0.319579 -0.009 -2.340 0.780
C 4.775813 -2.192526 0.310827 0.707 0.119 -0.095
C 5.461423 -3.002204 -2.146346 -2.224 -0.267 -0.458
C -3.303695 3.617430 -8.387033 -0.089 -0.291 -0.094
C -0.873380 -0.992751 3.826406 -0.627 0.070 -0.363
C 2.788330 0.977912 1.986750 3.350 6.105 0.929
C -6.337277 -0.415036 -1.105434 -0.039 0.307 0.018
C -4.011374 4.294883 -7.224621 0.644 0.298 -0.255
C 4.654153 0.002942 -0.915605 -0.319 0.761 0.649
C -8.461077 0.670078 -6.337712 -0.244 0.040 -0.230
C -6.150979 6.862453 -2.823456 -0.202 0.158 0.180
C 5.186713 -3.409408 -0.608207 1.518 -1.050 -0.617
C 3.529403 -3.747701 2.136433 -0.772 -2.422 1.510
C 5.264512 2.192583 7.694580 -0.155 -0.045 -0.243
C 1.485912 -1.017041 2.869495 -0.665 -0.854 1.012
C 6.175126 -0.253528 4.319945 1.369 -0.362 -1.444
C 5.326912 1.002972 -1.150176 -0.732 -0.729 1.532
C -4.066500 5.803484 -7.412902 -0.235 0.131 0.086
C 5.888711 -2.920534 2.487540 0.341 0.373 1.627
C 6.580119 2.887156 7.378807 -0.165 -0.275 0.663
C -2.031164 -2.051525 3.557556 0.095 0.763 0.878
C 7.204182 3.485667 8.629282 0.208 0.221 -0.042
C -6.508607 1.879423 -5.323016 0.048 0.266 -0.042
C -6.565114 -1.276794 -2.337362 0.361 -0.335 0.562
C 3.627408 -4.469756 3.547761 0.981 0.432 0.246
C -6.184810 5.343544 -2.756627 0.479 0.256 -0.464
C -4.803990 4.747919 -2.979102 0.052 -0.154 0.142
H -1.548706 -3.061206 3.404263 -0.668 1.086 -0.235
H 6.494948 0.325053 3.395009 -0.396 -0.476 1.236
H 6.226639 -3.835949 -0.376319 -1.398 0.894 0.272
H 5.937890 -4.982654 1.418599 0.136 0.877 0.995
H -1.603332 -4.940924 2.438362 -1.286 0.188 -0.634
H -0.228312 0.425612 2.286011 0.959 -1.145 0.093
H 7.423634 2.706895 9.366648 -0.149 -0.014 -0.019
H 8.079421 -4.633839 0.554762 -0.128 0.547 1.325
H -4.567828 6.278369 -6.565165 -0.025 -0.043 -0.063
H -6.112761 -0.355824 -6.526027 0.009 0.159 -0.033
H -2.598439 -1.245119 1.475449 -0.576 -0.423 1.067
H 1.576252 -0.535751 3.905285 0.585 -0.270 -1.740
H 2.419269 -3.667380 2.014501 1.212 0.465 -0.302
H 8.153356 3.971394 8.389849 -0.104 0.020 -0.022
H 1.465668 -2.133183 3.141676 0.246 1.343 -0.641
H 5.417791 1.369492 8.400357 0.060 0.119 0.092
H -6.374112 -3.185901 -1.329391 -0.015 0.141 0.073
H -7.229192 2.124542 -7.334586 0.119 -0.157 -0.108
H -4.096138 5.097973 -2.223364 -0.012 -0.015 -0.044
H 4.832329 1.757525 6.789497 -0.041 0.132 0.031
H 6.847221 -1.155352 4.438273 -1.059 0.831 -0.307
H -0.505636 -1.257107 1.682068 0.977 0.454 0.526
H -5.026019 3.898787 -7.131461 0.113 -0.061 0.170
H 2.873991 1.859690 -0.587207 -0.086 0.726 -0.144
H -6.748454 5.118159 -4.613582 0.032 -0.039 0.162
H 5.769576 -1.626860 0.424437 -1.581 -0.373 -0.336
H 6.540516 4.222364 9.087507 0.041 -0.058 0.002
H -9.171195 1.387824 -5.919621 0.022 -0.062 0.014
H -2.628648 -2.133970 4.529506 0.742 -0.066 -1.310
H 8.396711 -3.175052 1.612846 -0.523 -1.083 -0.024
H -8.878473 0.263416 -7.262368 0.024 0.084 0.033
H 5.876652 -2.965930 3.633859 -0.517 0.118 -1.516
H 0.107122 0.737509 0.210731 0.481 -1.280 -0.176
H 0.275147 -2.143037 -0.993873 0.193 0.611 0.669
H -2.427030 4.338647 -6.081318 -0.130 -0.073 -0.016
H -2.257625 -5.674359 0.917247 -0.635 0.947 1.192
H 0.868398 -0.149727 -1.775699 0.061 -0.556 1.090
H -7.239293 -3.264627 -2.855591 -0.043 0.096 0.030
H -1.354267 -0.036683 4.215222 0.718 -1.116 -0.497
H -7.264719 -0.274636 -0.544764 0.064 -0.003 0.008
H -2.269464 3.966432 -8.470453 -0.080 0.137 -0.002
H -4.419280 5.013934 -3.967960 -0.014 0.042 0.067
H 7.644299 1.246070 7.444437 -0.023 0.192 0.005
H -7.160010 2.633048 -4.874773 0.074 -0.058 0.052
H 6.411747 3.673784 6.639533 0.152 -0.179 -0.096
H 3.754714 -5.398572 5.672635 0.439 0.463 -1.723
H -8.041492 -2.580359 -1.427070 0.052 -0.035 -0.004
H -4.601680 6.067988 -8.328081 0.049 0.023 0.042
H -3.058677 6.227274 -7.462885 -0.009 -0.092 -0.097
H 3.374685 -1.605913 -1.453284 0.853 -0.247 1.498
H -8.359356 -0.167546 -5.640304 0.073 0.112 0.075
H -3.261972 2.536588 -8.232873 -0.107 0.078 -0.006
H -3.249297 -5.710643 2.479886 0.640 0.930 -0.719
H -3.815980 3.816248 -9.331474 0.059 -0.013 0.027
H 6.304668 0.374058 5.267455 -1.034 -0.665 -1.382
H -4.703015 -1.853738 -2.468322 -0.119 0.051 -0.053
H -4.845978 3.656589 -2.939843 -0.005 0.073 0.028
H 6.677258 -2.121158 2.265401 -1.208 -1.056 -0.101
H -5.948797 0.566257 -1.389935 -0.102 -0.047 -0.038
H -3.790261 -0.863855 2.869423 1.036 -0.950 -0.790
H 4.733256 -0.536656 1.937780 -0.895 0.695 0.091
H -7.275182 -0.781744 -3.005360 0.187 -0.012 -0.105
H -5.484600 7.276532 -2.062936 -0.015 0.009 -0.069
H 5.871017 1.972879 -0.965913 -0.864 -1.714 -0.811
H -5.534871 2.334011 -5.524123 -0.061 -0.007 0.021
H 4.504851 -4.310175 -0.582364 0.264 1.423 -0.364
H 0.671807 -2.904872 1.118548 0.124 0.924 -0.463
H -5.811515 7.201798 -3.807345 0.118 -0.091 0.044
H -6.569401 5.027592 -1.783407 -0.172 -0.065 -0.169
H -0.232334 -1.400052 4.665848 -0.608 0.476 -0.993
H 3.836497 -4.575671 1.410731 -0.456 1.433 0.775
H -5.593684 -0.870050 -0.443061 -0.102 -0.136 -0.022
H -6.340393 1.082732 -4.590828 -0.094 -0.030 -0.042
H 4.542970 2.890650 8.124663 0.018 -0.075 -0.018
H -7.151685 7.275702 -2.673861 0.064 -0.052 0.055
H 8.716519 -4.846330 2.251478 -1.171 0.658 -0.659
```
Positions in Å, forces in eV/Å.

Kohn-Sham gap: 0.2772 Ha
energy relative to the best compared isomer or geometry (same formula, charge and spin): 6.3804 eV
HOMO: -8.28 eV
2S+1: 1
LUMO: -0.7 eV